Record 1
103
Properties=species:S:1:pos:R:3:mulliken_charge:R:1 method="wB97M-V/def2-TZVPD" gap_ev=3.991 lumo_ev=1.1 relative_energy_kj_mol=0.0 total_charge=-1 fmax_ev_per_a=3.114
Hg 0.29496 0.02265 1.53839 2.65
C 2.33063 -0.43689 -0.95364 -1.61
C 1.16185 -0.40419 -1.92305 2.51
C 1.33942 -1.71518 -2.72866 -1.63
C 0.21732 -2.03940 -3.69932 0.10
C -1.13358 -1.92058 -2.99972 -1.69
C -1.33477 -0.73893 -2.05067 1.58
N -0.13694 -0.49234 -1.27190 0.93
O -0.33516 0.66185 -0.44099 -1.27
C -2.45497 -1.19990 -1.11153 -1.63
C -1.89666 0.40532 -2.90305 -0.88
C 1.36956 0.75746 -2.92345 -1.16
H 2.21010 -1.07397 -0.06793 -0.02
H 2.58268 0.53602 -0.52720 -0.12
H 3.27878 -0.83296 -1.32999 0.50
H 1.43495 -2.59127 -2.07929 0.33
H 2.27991 -1.60094 -3.27792 0.51
H 0.36307 -3.03404 -4.13337 0.50
H 0.27387 -1.38165 -4.57855 -0.35
H -1.27358 -2.90264 -2.52710 0.48
H -1.89784 -1.99504 -3.78069 0.46
H -2.15683 -2.15673 -0.67334 -0.13
H -3.36674 -1.49030 -1.64204 0.53
H -2.67613 -0.45878 -0.34787 0.22
H -2.07805 1.29443 -2.29943 -0.25
H -2.88186 0.20098 -3.33302 0.59
H -1.28440 0.68701 -3.76461 -0.03
H 0.69498 0.70161 -3.77139 -0.46
H 2.43802 0.89606 -3.06906 0.56
H 0.97122 1.69658 -2.51275 -0.04
C 0.73552 4.19944 3.87193 -1.79
C 0.64028 3.31425 2.61487 1.73
C 1.20233 4.04811 1.38145 -0.60
C 2.69612 4.20783 1.34074 -0.99
C 3.25797 2.79228 1.32694 -0.75
C 2.86775 2.01294 2.61134 1.24
N 1.41769 2.07110 2.76841 1.19
O 0.93900 1.23330 3.79411 -0.79
C 3.62036 2.72532 3.78685 -2.01
C 3.51167 0.63438 2.49289 -1.35
C -0.80963 3.03874 2.22905 -2.09
H 0.76595 3.56173 4.75637 0.28
H 0.00371 5.00523 3.86929 0.48
H 1.73453 4.64008 3.84807 0.28
H 0.70918 5.02219 1.24533 0.51
H 0.84694 3.52318 0.48615 -0.43
H 3.04665 4.85525 2.14947 0.34
H 3.00319 4.80190 0.47097 0.46
H 4.34034 2.76974 1.17605 0.55
H 2.79273 2.32051 0.45630 -0.49
H 3.18901 2.40725 4.73932 0.39
H 3.53562 3.80861 3.87395 0.33
H 4.67867 2.48643 3.66016 0.45
H 2.79628 -0.01614 1.98875 -0.28
H 3.56361 0.24246 3.51640 0.51
H 4.56195 0.62944 2.21188 0.44
H -0.92986 2.62441 1.22480 0.17
H -1.49866 3.87800 2.33784 0.46
H -1.15651 2.29664 2.95834 0.50
C -2.50630 -0.47409 2.69915 -2.42
C -2.19826 -1.88810 3.12266 2.22
C -3.20914 -2.78784 2.40464 -1.20
C -2.87577 -4.26893 2.41256 -1.00
C -1.49423 -4.43332 1.79174 -1.20
C -0.39032 -3.61427 2.44984 1.46
N -0.82055 -2.28809 2.83812 1.43
O 0.12900 -1.42287 3.38695 -0.95
C 0.63402 -3.47103 1.28188 -1.47
C 0.25646 -4.32385 3.64688 -1.99
C -2.43632 -2.08072 4.64789 -1.93
H -2.41779 -0.27837 1.62078 0.16
H -1.91968 0.32334 3.15724 0.40
H -3.57768 -0.26463 2.80196 0.43
H -3.35193 -2.44032 1.37254 0.07
H -4.21371 -2.62218 2.81049 0.53
H -3.70177 -4.79354 1.93167 0.43
H -2.77263 -4.60212 3.45228 0.32
H -1.65868 -4.20932 0.73036 0.27
H -1.24012 -5.49895 1.76829 0.49
H 1.59293 -3.08346 1.62984 0.32
H 0.17893 -2.82721 0.52409 -0.01
H 0.79880 -4.44684 0.81551 0.48
H -0.53109 -4.75151 4.27003 0.36
H 0.90604 -3.64688 4.19945 0.32
H 0.92835 -5.12284 3.31085 0.46
H -2.28555 -3.08661 5.04128 0.29
H -3.50219 -1.93664 4.87512 0.42
H -1.82397 -1.34461 5.16678 0.38
C -2.07045 4.34225 -3.66478 0.13
Br -0.64379 4.44470 -2.31030 0.02
Br -2.61925 6.16093 -4.02865 -0.08
Br -3.57868 3.24498 -3.16623 0.00
H -1.67407 3.92955 -4.58150 -0.09
C 1.31659 2.28925 -6.77596 -0.30
Br -0.59604 2.31335 -6.83589 -0.08
Br 2.11542 2.83722 -8.44778 -0.04
Br 1.95686 0.54888 -6.20045 -0.01
H 1.59533 2.95546 -5.97107 0.39
C -1.30855 -2.38978 -7.18699 0.26
Br -0.22421 -2.21246 -8.78875 -0.06
Br -2.51428 -3.89865 -7.30005 -0.04
Br -2.05552 -0.75908 -6.48844 0.05
H -0.59240 -2.64971 -6.41884 -0.22



Record 2
137
Properties=species:S:1:pos:R:3:mulliken_charge:R:1 method="wB97M-V/def2-TZVPD" gap_ev=6.157 lumo_ev=1.2 total_charge=-1 fmax_ev_per_a=8.630
C 7.68093 -0.98095 -3.34042 -0.74
C 6.38432 -0.12601 -2.71771 -0.22
N 5.15508 -0.74555 -3.33585 -0.34
C 3.89240 -0.47613 -2.48936 1.38
C 4.03814 1.05911 -1.94331 0.06
O 3.78464 2.16014 -2.70464 -0.71
O 4.52705 1.37784 -0.56039 -0.68
C 2.62698 -0.76345 -3.47817 -2.29
O 2.53078 0.14397 -4.65151 -0.54
C 1.15991 -0.93956 -2.68689 2.25
C 0.24406 -1.67937 -3.88082 -1.24
C -1.23776 -2.14549 -3.41433 -0.32
O -2.20991 -1.08109 -3.81421 -0.19
C -3.59485 -1.51267 -3.56970 -0.23
C -4.70145 -0.28602 -3.56398 -0.43
C 0.50196 0.49777 -2.42188 -0.92
C -0.10422 0.88474 -0.97732 -0.59
C 0.95804 0.92916 0.28231 -0.42
I -2.01201 -0.14786 -0.45029 -0.02
C 1.25131 -2.01329 -1.47711 -0.94
O 2.32080 -1.84137 -0.49696 -0.32
S 3.87511 -1.80521 -1.17183 1.54
O 4.87938 -1.59119 -0.00754 -0.64
O 4.28882 -3.14951 -1.86062 -0.71
H 7.32100 -1.73205 -4.17715 0.26
H 8.52498 -0.24897 -3.74205 0.20
H 8.12478 -1.63306 -2.45175 0.07
H 6.47650 -0.23451 -1.55710 0.31
H 6.58844 0.99797 -3.06436 0.33
H 5.06964 -0.31313 -4.28118 0.33
H 2.81818 -1.84438 -3.95018 0.40
H 3.05518 -0.27335 -5.39886 0.41
H 0.18379 -0.98636 -4.85094 0.27
H 0.81857 -2.65735 -4.25331 0.43
H -1.53527 -3.08569 -4.08768 0.30
H -1.35777 -2.49766 -2.30761 0.25
H -3.96284 -2.33984 -4.32764 0.24
H -3.62886 -1.99266 -2.49907 0.18
H -4.99350 0.02069 -2.46634 0.03
H -5.68294 -0.69390 -4.07152 0.26
H -4.34548 0.68852 -4.10532 0.06
H 1.31092 1.33513 -2.68955 0.50
H -0.36390 0.66722 -3.22704 0.33
H -0.46690 2.02158 -1.07808 0.45
H 0.90267 1.98232 0.84104 0.08
H 0.59595 0.14046 1.10180 0.19
H 2.06888 0.70719 -0.00452 0.07
H 1.43569 -3.08060 -1.98254 0.35
H 0.24463 -2.16559 -0.85366 0.03
C -6.10826 0.96619 -8.87150 -0.36
C -5.05083 0.03147 -8.29024 -0.30
O -4.45854 0.75952 -7.21697 -0.26
S -5.58559 1.73274 -6.55136 1.09
O -6.12548 1.06713 -5.38663 -0.51
O -5.06400 3.07929 -6.51733 -0.56
O -6.68600 1.63239 -7.75007 -0.31
H -5.65283 1.72218 -9.51926 0.30
H -6.87604 0.42430 -9.43019 0.30
H -4.29545 -0.25224 -9.02691 0.31
H -5.50934 -0.87145 -7.87329 0.27
C -2.66828 5.16826 2.75813 -0.13
C -1.48324 4.21427 2.88180 -0.41
O -1.78426 3.12979 2.00656 -0.23
S -2.64523 3.69350 0.74110 0.95
O -1.73486 3.91827 -0.35973 -0.57
O -3.84836 2.90360 0.61884 -0.38
O -3.03731 5.14110 1.38035 -0.32
H -3.52150 4.81522 3.34629 0.10
H -2.41253 6.18614 3.06437 0.30
H -1.34143 3.85657 3.90440 0.35
H -0.55946 4.68568 2.53003 0.29
C 12.19906 -2.70936 -1.14644 -0.35
C 10.80513 -3.25940 -1.43648 -0.39
O 10.31128 -2.47297 -2.51834 -0.16
S 11.56300 -2.02873 -3.46506 1.05
O 11.63518 -2.94850 -4.57859 -0.56
O 11.52441 -0.59429 -3.63020 -0.52
O 12.75929 -2.39915 -2.42123 -0.30
H 12.14428 -1.78389 -0.56415 0.29
H 12.82705 -3.43296 -0.61984 0.30
H 10.14060 -3.18690 -0.57223 0.34
H 10.85426 -4.30102 -1.77108 0.29
C -7.16665 3.95892 4.81723 0.09
C -7.53646 5.38090 4.40382 -0.03
O -7.07557 6.21064 5.46772 -0.35
S -5.73819 5.54224 6.11969 1.09
O -4.58195 6.18542 5.53612 -0.51
O -5.93610 5.42193 7.54544 -0.58
O -5.89135 4.06475 5.44779 -0.30
H -7.87741 3.56418 5.55041 0.32
H -7.11371 3.28074 3.96134 0.01
H -8.61182 5.50531 4.25587 0.02
H -7.00728 5.67632 3.49166 0.34
C 5.06479 -3.78605 2.05702 -0.33
C 3.91695 -4.77951 2.21587 -0.21
O 4.53924 -6.01909 2.54595 -0.36
S 5.89308 -5.72007 3.40511 1.14
O 5.57761 -5.86417 4.80898 -0.57
O 6.99646 -6.40430 2.77203 -0.55
O 6.00842 -4.12862 3.07062 -0.22
H 5.55339 -3.90063 1.08404 0.29
H 4.73448 -2.75087 2.17772 0.27
H 3.32171 -4.87738 1.30489 0.22
H 3.26388 -4.49728 3.04844 0.33
C 9.78300 -5.72111 5.46845 -0.24
C 8.96966 -4.45667 5.20500 -0.14
O 9.85542 -3.37676 5.49136 -0.34
S 11.37880 -3.82937 5.12412 1.08
O 11.69382 -3.32545 3.80580 -0.51
O 12.21596 -3.59414 6.27749 -0.55
O 11.09997 -5.43108 5.00299 -0.33
H 9.84033 -5.93667 6.54027 0.29
H 9.37622 -6.59024 4.94460 0.28
H 8.07578 -4.39851 5.83060 0.30
H 8.68104 -4.38625 4.15093 0.16
C -5.56059 -1.24053 2.34347 -0.28
C -6.10008 -0.88911 0.95957 -0.09
O -7.42118 -0.40326 1.18635 -0.32
S -7.46876 0.34636 2.63419 1.07
O -7.32168 1.76759 2.41150 -0.49
O -8.54847 -0.22162 3.40753 -0.59
O -6.05708 -0.22609 3.21502 -0.33
H -5.95093 -2.20445 2.68556 0.30
H -4.46778 -1.26231 2.36723 0.30
H -6.11607 -1.75054 0.28767 0.27
H -5.51737 -0.08227 0.50265 0.09
C -12.80868 5.01987 5.18980 -0.31
C -12.83331 6.28288 4.33312 -0.35
O -11.79600 6.10207 3.37183 -0.31
S -11.66416 4.51329 3.02710 1.05
O -12.40510 4.25200 1.81308 -0.57
O -10.28645 4.11913 3.20869 -0.41
O -12.53515 3.95107 4.28535 -0.32
H -11.99928 5.05867 5.92596 0.27
H -13.75885 4.85091 5.70353 0.31
H -12.66127 7.18798 4.92045 0.32
H -13.78174 6.37446 3.79328 0.30



HOMO level readings, ordered: -0.1050; -0.1819 Ha